(1)
C2HCl4NO2 | wB97M-V/def2-TZVPD

Its energy above the lowest of the compared OMol25 structures with the same formula, charge and spin is 12.8 kcal per mole. Its spin multiplicity is 1. Its frontier orbital gap is 10.39 eV. The value obtained for the total energy is -57760.78274 eV.

Geometry (Å):
O (-0.04922, -2.18270, 0.34838)
N (-0.89128, -1.42395, -0.06752)
O (-2.03195, -1.70281, -0.35831)
C (-0.55835, 0.01522, -0.16897)
Cl (-1.41468, 0.79512, -1.49997)
C (-1.19165, 0.77834, 1.41142)
Cl (-2.91971, 0.42738, 1.59071)
Cl (-0.23367, 0.06573, 2.65462)
Cl (-0.86603, 2.53112, 1.26628)
H (0.61369, 0.28359, -0.27777)

Results of the Mulliken charge analysis, in e, for atoms 1 through 8: -0.52, 0.88, -0.46, -0.30, -0.07, 0.28, -0.05, -0.07

***

(2)
CH3F2OP | wB97M-V/def2-TZVPD

Its energy above the lowest of the compared OMol25 structures with the same formula, charge and spin is 102.6 kcal per mole. Its spin multiplicity is 1. Its frontier orbital gap (spin up / spin down) is 6.61 / 6.61 eV. The value obtained for the total energy is -17854.45775 eV.

Geometry (Å):
C (-0.90606, 0.20158, 0.44988)
O (-0.88807, 0.54376, -0.86345)
F (-1.97519, 3.49303, -0.02703)
F (-3.66613, 2.21593, -0.70049)
P (-2.38061, 2.81429, -1.40643)
H (-0.74433, -0.94960, 0.39560)
H (-1.83939, 0.60540, 0.80556)
H (0.01999, 0.57630, 1.07639)

Charge distribution, Mulliken scheme, values in e: -0.32, -0.57, -0.18, -0.17, 0.72, 0.19, 0.17, 0.16

***

(3)
C19H24N5OSTl | wB97M-V/def2-TZVPD

Its spin multiplicity is 1. Its frontier orbital gap is 4.48 eV. The value obtained for the total energy is -45103.11971 eV. The net charge is +2.

Geometry (Å):
Tl (-0.81654, 1.95280, 1.04425)
C (3.25229, 2.15898, -3.10332)
C (2.50785, 2.26214, -1.80302)
N (1.25155, 2.06449, -1.81188)
N (0.24280, 1.90668, -2.45360)
C (-0.74912, 0.89709, -2.25322)
O (-0.96405, 0.45015, -1.13604)
C (-1.44426, 0.54023, -3.46671)
C (-2.32295, -0.55159, -3.45063)
C (-2.95388, -0.93555, -4.61335)
C (-2.71804, -0.23768, -5.79708)
C (-1.85301, 0.85154, -5.82026)
C (-1.21652, 1.24431, -4.66203)
C (3.24474, 2.52143, -0.54643)
C (4.53655, 3.03171, -0.58267)
C (5.21859, 3.20379, 0.61359)
C (4.59673, 2.84484, 1.79431)
C (3.29660, 2.35675, 1.73441)
N (2.62977, 2.20338, 0.59874)
H (2.67545, 1.60873, -3.84333)
H (4.21190, 1.67004, -2.95667)
H (3.42095, 3.16810, -3.48805)
H (-2.48631, -1.08274, -2.52289)
H (-3.62286, -1.78441, -4.60795)
H (-3.21782, -0.54284, -6.70633)
H (-1.67998, 1.38470, -6.74427)
H (-0.57074, 2.11342, -4.65713)
H (4.99721, 3.31322, -1.51894)
H (6.22115, 3.60804, 0.62120)
H (5.09142, 2.95316, 2.74871)
H (2.76603, 2.07108, 2.63669)
C (-3.01187, -4.65153, 2.64538)
C (-2.43351, -3.64116, 1.66045)
N (-2.76394, -2.25779, 1.99380)
C (-2.04090, -1.41710, 2.72600)
S (-2.61681, 0.20061, 2.89496)
N (-0.89974, -1.82612, 3.28573)
C (-0.06642, -1.02528, 4.17762)
C (-0.55940, -1.04087, 5.61907)
H (-2.74012, -5.65817, 2.32961)
H (-4.09885, -4.59144, 2.67103)
H (-2.63473, -4.49188, 3.65555)
H (-2.83416, -3.83336, 0.66566)
H (-1.34744, -3.73504, 1.60335)
H (-3.66004, -1.91507, 1.68878)
H (-0.69558, -2.81439, 3.26986)
H (-0.06220, -0.00160, 3.80628)
H (0.94527, -1.42843, 4.11961)
H (-1.57256, -0.64815, 5.68195)
H (0.09180, -0.41822, 6.23185)
H (-0.54429, -2.05104, 6.02735)

Results of the Mulliken charge analysis, in e, for atoms 1 through 8: 0.67, -1.50, 0.78, 0.76, -0.78, 0.52, -0.60, 0.62

***

(4)
C42H64BaCl6F12NO24PS2 | wB97M-V/def2-TZVPD

Its spin multiplicity is 1. Its frontier orbital gap is 8.00 eV. The value obtained for the total energy is -234623.92942 eV.

Geometry (Å):
Ba (-24.63131, -3.33044, 24.46611)
P (-22.18418, -0.68344, 24.81970)
F (-20.61094, -0.77176, 24.88058)
F (-22.35304, -1.71488, 26.06216)
F (-22.38301, 0.57543, 25.76792)
F (-23.85483, -0.79443, 24.67422)
F (-22.10983, 0.32805, 23.57628)
F (-22.17122, -1.93949, 23.74344)
C (-28.64377, -4.10666, 23.77965)
F (-28.01447, -4.85016, 24.70594)
F (-29.51136, -4.86846, 23.11778)
F (-29.28876, -3.10646, 24.36546)
S (-27.37093, -3.43991, 22.56841)
O (-26.30091, -4.42170, 22.46929)
O (-28.05577, -3.13303, 21.36233)
N (-26.80026, -2.14710, 23.47994)
S (-27.51269, -0.84492, 22.84120)
O (-26.83061, -0.44683, 21.63865)
O (-28.93798, -0.83732, 22.79112)
C (-27.09830, 0.41994, 24.13886)
F (-27.13755, -0.15382, 25.35005)
F (-25.89940, 0.94815, 23.93429)
F (-28.02752, 1.37528, 24.10425)
Cl (-30.89118, -5.16579, 26.89859)
C (-32.30901, -6.01235, 26.12642)
C (-32.00738, -6.20950, 24.67685)
Cl (-33.32752, -7.28618, 24.01846)
H (-33.12166, -5.30566, 26.25778)
H (-32.46623, -6.90515, 26.71544)
H (-31.08159, -6.73342, 24.47654)
H (-32.13513, -5.31955, 24.07452)
Cl (-30.02514, 0.74425, 20.23357)
C (-29.14100, -0.45861, 19.25100)
C (-29.31802, -0.22894, 17.77293)
Cl (-31.00852, -0.52406, 17.26511)
H (-29.49233, -1.42535, 19.59365)
H (-28.08530, -0.31229, 19.48151)
H (-28.72944, -0.96357, 17.22825)
H (-29.05894, 0.78240, 17.48337)
Cl (-33.35860, 0.49813, 23.56691)
C (-31.97229, -0.16494, 24.49411)
C (-31.41187, 0.85445, 25.42522)
Cl (-32.29842, 0.90447, 26.98404)
H (-31.23911, -0.51185, 23.76814)
H (-32.36909, -1.02546, 25.02480)
H (-31.44292, 1.86487, 25.03156)
H (-30.37219, 0.62668, 25.66159)
C (-28.71641, -7.82266, 21.83939)
O (-28.70097, -6.65110, 21.06397)
C (-27.80147, -6.74182, 19.98194)
C (-28.03899, -5.61355, 19.01716)
O (-29.38552, -5.52688, 18.62973)
C (-29.55563, -4.50612, 17.68949)
H (-27.71672, -8.14755, 22.16014)
H (-29.21581, -8.63728, 21.30065)
H (-29.28464, -7.61880, 22.74923)
H (-28.02691, -7.69220, 19.47478)
H (-26.75215, -6.68064, 20.29488)
H (-27.43517, -5.79631, 18.11410)
H (-27.73947, -4.64714, 19.44323)
H (-30.61110, -4.45521, 17.42440)
H (-28.97063, -4.69147, 16.77933)
H (-29.28854, -3.52438, 18.10570)
C (-25.59586, -7.12382, 24.28415)
O (-25.39643, -5.96021, 25.04684)
C (-25.50904, -6.19653, 26.45623)
C (-26.08774, -5.05455, 27.26189)
O (-25.47534, -3.79686, 27.02175)
C (-26.16008, -2.74666, 27.71242)
H (-26.66828, -7.35875, 24.24784)
H (-25.05964, -7.99030, 24.68130)
H (-25.29939, -6.92396, 23.25722)
H (-24.50359, -6.47150, 26.80000)
H (-26.09960, -7.10555, 26.60367)
H (-26.04432, -5.33754, 28.31730)
H (-27.13318, -4.93006, 26.95095)
H (-25.69826, -1.76140, 27.72486)
H (-26.45459, -3.10739, 28.70077)
H (-27.12544, -2.56228, 27.21512)
C (-22.46087, -4.53836, 27.46435)
O (-22.72914, -4.67150, 26.10100)
C (-21.62681, -5.10802, 25.32312)
C (-22.17006, -6.00293, 24.23965)
O (-23.07411, -5.26975, 23.42576)
C (-23.07445, -5.67307, 22.07630)
H (-22.52676, -5.48598, 28.01579)
H (-23.13658, -3.81687, 27.91174)
H (-21.43901, -4.17494, 27.62525)
H (-20.90183, -5.67333, 25.91659)
H (-21.10570, -4.23291, 24.92027)
H (-22.66455, -6.86710, 24.70166)
H (-21.38023, -6.42216, 23.60889)
H (-22.08942, -5.46465, 21.62897)
H (-23.82106, -5.09337, 21.53934)
H (-23.21548, -6.73904, 21.85075)
C (-28.39066, -4.79109, 30.17583)
O (-28.52052, -3.76851, 31.12004)
C (-29.60170, -2.90332, 30.90095)
C (-29.76050, -2.29348, 29.52323)
O (-28.66522, -1.45040, 29.23950)
C (-28.82387, -0.80836, 27.99297)
H (-28.30805, -4.41375, 29.14674)
H (-29.26313, -5.45811, 30.17086)
H (-27.46112, -5.30495, 30.40988)
H (-29.57987, -2.11091, 31.65016)
H (-30.55541, -3.42297, 31.11938)
H (-30.69145, -1.70897, 29.55615)
H (-29.86912, -3.07167, 28.75810)
H (-29.66257, -0.09857, 28.09332)
H (-29.07445, -1.41850, 27.11965)
H (-27.94990, -0.17175, 27.87190)
C (-26.39633, 3.68200, 22.04912)
C (-26.65215, 4.69020, 22.87627)
C (-27.14653, 6.02150, 22.38249)
O (-27.38186, 6.89635, 23.19477)
C (-27.44601, 6.12715, 20.95614)
C (-27.32059, 5.06835, 20.15675)
C (-26.71533, 3.77637, 20.63349)
O (-26.69547, 2.81125, 19.90643)
O (-27.72632, 5.05456, 18.88439)
O (-26.48881, 4.56335, 24.18900)
H (-26.04230, 2.72152, 22.39727)
H (-27.87634, 7.03988, 20.56629)
H (-27.75074, 4.11750, 18.61806)
H (-26.92190, 5.30902, 24.63655)
C (-24.56851, 0.21647, 19.35241)
C (-23.94230, -0.41655, 20.34706)
C (-24.29382, -1.84679, 20.67975)
O (-23.99884, -2.37096, 21.74002)
C (-25.17835, -2.54091, 19.73809)
C (-25.67268, -1.93538, 18.66646)
C (-25.44677, -0.47289, 18.42318)
O (-26.03974, 0.06480, 17.51053)
O (-26.44216, -2.54250, 17.76535)
O (-23.14836, 0.23594, 21.18149)
H (-24.38588, 1.26550, 19.15935)
H (-25.27910, -3.60858, 19.89338)
H (-26.71756, -1.84563, 17.13889)
H (-22.88160, -0.34530, 21.91565)
C (-23.49144, 0.82827, 28.71187)
C (-22.66272, 1.56252, 29.45142)
C (-22.54924, 3.06715, 29.37191)
O (-21.80997, 3.64194, 30.13181)
C (-23.36052, 3.70797, 28.34707)
C (-24.30232, 3.00384, 27.70731)
C (-24.42984, 1.49599, 27.82915)
O (-25.31319, 0.94706, 27.20313)
O (-25.15262, 3.54477, 26.84442)
O (-21.91253, 0.99406, 30.39278)
H (-23.57046, -0.23719, 28.87509)
H (-23.34569, 4.79104, 28.32348)
H (-25.63734, 2.82066, 26.40846)
H (-21.28541, 1.65520, 30.72981)

Results of the Mulliken charge analysis, in e, for atoms 1 through 8: 0.62, 1.63, -0.39, -0.30, -0.22, -0.67, -0.46, -0.51

***

(5)
C38H36GaN2O5PS6 | wB97M-V/def2-TZVPD

Its energy above the lowest of the compared OMol25 structures with the same formula, charge and spin is 5.8 kcal per mole. Its spin multiplicity is 1. Its frontier orbital gap is 7.63 eV. The value obtained for the total energy is -179886.70657 eV.

Geometry (Å):
Ga (14.06796, 14.69096, 12.84377)
N (16.45336, 14.81866, 11.05766)
C (16.79349, 16.15750, 10.83541)
C (18.10106, 16.49133, 10.82065)
C (18.46982, 17.83036, 10.62224)
C (17.51801, 18.79369, 10.47328)
C (16.15876, 18.45689, 10.72550)
C (15.79214, 17.13208, 10.94211)
P (14.15538, 16.52274, 11.20972)
C (13.46230, 15.91059, 9.64213)
C (14.23222, 15.61908, 8.51433)
C (13.66081, 15.01867, 7.37759)
C (12.28767, 14.77268, 7.39292)
C (11.57674, 15.00806, 8.60640)
C (12.12543, 15.67411, 9.67224)
C (13.32743, 18.01459, 11.89414)
C (12.40819, 18.70814, 11.15472)
C (11.80133, 19.88533, 11.60492)
C (12.14648, 20.28741, 12.92456)
C (13.09844, 19.61679, 13.65260)
C (13.77742, 18.48790, 13.13928)
H (16.18832, 14.25833, 10.23683)
H (17.05461, 14.25116, 11.63417)
H (18.87032, 15.75486, 10.71347)
H (19.52625, 18.03495, 10.52926)
H (17.78466, 19.83221, 10.31708)
H (15.35957, 19.18370, 10.78975)
H (15.30996, 15.78888, 8.49337)
H (14.22372, 14.88612, 6.46344)
H (11.81553, 14.21158, 6.57496)
H (10.48744, 14.75193, 8.62695)
H (11.55612, 15.96861, 10.56192)
H (12.22718, 18.30811, 10.17578)
H (11.07329, 20.47742, 11.09681)
H (11.63752, 21.14191, 13.42411)
H (13.45903, 19.96689, 14.65574)
H (14.71353, 18.12307, 13.60658)
C (6.13501, 8.91323, 10.43959)
C (6.36254, 10.11154, 11.30814)
C (5.26077, 10.86067, 11.75329)
C (5.37968, 12.06495, 12.35472)
C (6.63459, 12.59058, 12.58861)
C (7.75598, 11.89701, 12.16810)
N (9.03287, 12.46709, 12.40382)
C (9.78619, 12.20585, 13.52284)
C (9.61459, 11.07816, 14.29715)
C (10.38434, 10.90929, 15.43690)
C (11.37584, 11.78076, 15.82463)
C (11.64988, 12.83674, 14.97451)
C (10.85346, 13.10891, 13.89406)
C (11.22298, 14.24274, 12.96108)
O (10.65432, 14.44865, 11.88757)
O (12.29271, 14.94006, 13.32809)
C (7.63614, 10.58721, 11.62570)
C (8.82926, 9.74452, 11.16454)
H (5.43981, 8.21052, 10.90572)
H (7.02171, 8.34357, 10.25614)
H (5.80675, 9.27096, 9.45217)
H (4.25042, 10.43090, 11.67265)
H (4.58466, 12.72713, 12.72069)
H (6.67908, 13.61534, 12.99051)
H (9.30387, 13.32725, 11.93768)
H (8.86201, 10.34449, 14.07801)
H (10.21266, 10.02382, 16.02362)
H (11.89814, 11.60162, 16.73800)
H (12.41728, 13.58266, 15.18359)
H (8.66940, 8.80353, 11.70811)
H (9.77498, 10.13464, 11.32083)
H (8.81761, 9.51388, 10.13250)
C (16.33230, 15.91672, 16.26100)
S (16.26892, 15.90067, 14.57080)
O (16.45627, 17.26443, 14.09177)
O (17.18588, 14.94738, 13.97871)
O (14.81771, 15.45926, 14.37586)
H (17.27467, 16.33838, 16.71220)
H (16.12984, 14.93765, 16.65254)
H (15.53823, 16.57312, 16.55362)
C (14.88872, 8.87503, 13.32270)
S (15.64253, 9.55048, 11.88150)
C (14.32355, 10.35090, 11.08291)
C (14.00932, 11.66467, 11.32497)
S (14.69329, 12.55956, 12.61590)
S (12.69684, 12.28302, 10.37799)
C (12.33824, 10.88847, 9.46008)
S (11.22452, 11.02722, 8.25515)
S (13.33993, 9.56428, 9.83319)
H (15.61029, 8.73455, 14.13318)
H (14.46945, 7.82401, 13.18945)
H (14.12230, 9.53141, 13.60151)

Results of the Mulliken charge analysis, in e, for atoms 1 through 8: 1.00, -0.15, -0.28, -0.44, -0.51, -0.91, -0.81, 0.63

***

(6)
C6H14NO | wB97M-V/def2-TZVPD

Its energy above the lowest of the compared OMol25 structures with the same formula, charge and spin is 101.4 kcal per mole. Its spin multiplicity is 2. Its frontier orbital gap (spin up / spin down) is 4.81 / 5.54 eV. The value obtained for the total energy is -9962.35173 eV. The net charge is +2.

Geometry (Å):
O (-0.32659, 1.62411, 0.65577)
C (-1.36844, 0.94106, 0.43785)
C (-1.39726, -0.28807, -0.22403)
C (-0.13953, -0.98967, -0.66711)
C (-0.50956, -2.14989, -1.59710)
C (0.70866, -1.38225, 0.56075)
C (2.13395, -1.79660, 0.28229)
N (-0.52325, 4.84885, 0.91805)
H (-2.28113, 1.35657, 0.90995)
H (-2.31328, -0.72934, -0.61120)
H (0.37221, -0.19209, -1.25170)
H (0.25597, -2.43753, -2.30239)
H (-1.45143, -1.95320, -2.10603)
H (-0.70792, -3.01643, -0.95820)
H (0.20604, -2.18995, 1.10324)
H (0.72996, -0.54551, 1.27529)
H (2.69253, -0.96736, -0.16093)
H (2.24456, -2.67610, -0.35049)
H (2.61832, -2.03578, 1.23120)
H (-0.05119, 3.97534, 0.65094)
H (-0.62898, 4.99159, 1.92747)
H (-0.26365, 5.61224, 0.27640)

Results of the Mulliken charge analysis, in e, for atoms 1 through 8: -0.22, 0.03, -0.45, 0.66, -1.52, -0.39, -1.28, -0.10